# 1
{"formula": "C3H42ClIO20P2S", "method": "ωB97M-V with the def2-TZVPD basis set", "species": ["O", "S", "O", "O", "C", "C", "C", "P", "I", "P", "O", "Cl", "H", "H", "H", "H", "H", "H", "H", "H", "H", "H", "O", "H", "H", "O", "H", "H", "O", "H", "H", "O", "H", "H", "O", "H", "H", "O", "H", "H", "O", "H", "H", "O", "H", "H", "O", "H", "H", "O", "H", "H", "O", "H", "H", "O", "H", "H", "O", "H", "H", "O", "H", "H", "O", "H", "H", "O", "H", "H"], "xyz": [[-2.288, 2.820, 4.196], [-0.929, 3.099, 4.508], [-0.779, 3.988, 5.599], [-0.272, 3.675, 3.211], [-0.023, 1.607, 4.783], [-0.808, 0.390, 4.324], [0.093, -0.590, 3.634], [0.486, 0.023, 1.944], [3.021, 0.163, 2.376], [-1.592, 0.025, 1.006], [-2.137, 1.550, 1.349], [-2.874, -1.256, 2.046], [-1.004, 4.011, 2.659], [0.906, 1.715, 4.231], [0.232, 1.615, 5.828], [-1.243, -0.089, 5.186], [-1.638, 0.693, 3.707], [1.019, -0.637, 4.179], [-0.277, -1.600, 3.625], [0.509, 1.409, 1.736], [0.839, -0.796, 0.865], [-2.767, 1.563, 2.092], [-2.344, -4.120, -0.027], [-1.590, -4.596, 0.342], [-2.567, -3.474, 0.658], [0.254, 6.800, 5.386], [-0.317, 6.829, 6.162], [0.227, 5.868, 5.137], [-5.270, -4.382, -0.325], [-4.304, -4.371, -0.304], [-5.536, -3.482, -0.111], [-1.686, -1.995, -2.426], [-1.667, -2.919, -2.144], [-2.628, -1.770, -2.442], [-3.098, 0.332, -2.712], [-2.133, 0.326, -2.708], [-3.334, 1.248, -2.510], [3.168, -0.101, -0.958], [3.862, -0.756, -0.826], [3.631, 0.660, -1.330], [2.969, 3.544, 3.205], [3.912, 3.678, 3.063], [2.648, 4.426, 3.423], [-0.846, -2.191, -5.472], [-1.630, -2.057, -6.017], [-1.185, -2.142, -4.566], [-4.265, 2.916, -1.827], [-5.028, 3.082, -2.392], [-4.602, 2.989, -0.927], [0.899, -3.881, -3.628], [0.121, -3.470, -3.238], [0.961, -3.458, -4.493], [-1.708, -3.822, -7.982], [-1.113, -4.549, -7.766], [-1.117, -3.095, -8.206], [5.820, 1.452, -1.824], [6.516, 0.797, -1.697], [6.276, 2.215, -2.197], [-2.294, -7.233, -0.962], [-2.284, -6.276, -0.861], [-3.225, -7.445, -1.098], [5.184, 5.228, 4.318], [6.049, 4.892, 4.577], [4.970, 5.887, 4.988], [4.299, -0.618, -4.034], [3.552, -0.827, -3.458], [4.716, 0.138, -3.605], [2.526, -1.218, -6.803], [3.102, -1.228, -6.028], [1.634, -1.211, -6.436]], "atomic_forces_ev_per_a": [[-1.2, -0.7, -0.8], [-0.9, -0.2, 0.8], [1.2, 0.8, 0.8], [0.2, 0.3, -0.6], [0.2, 0.5, -0.6], [-0.2, 0.0, 0.3], [0.8, 0.2, -0.1], [-0.4, -0.5, 0.1], [0.9, 0.0, 0.4], [-0.1, 0.3, -1.3], [-0.6, -0.4, 0.5], [0.0, 0.0, 0.3], [0.3, -0.1, 0.0], [0.3, 0.1, -0.1], [0.0, -0.1, 0.4], [-0.3, -0.2, 0.3], [-0.2, 0.0, -0.1], [0.5, -0.1, 0.1], [-0.5, -0.3, -0.4], [-0.1, 0.0, 0.0], [0.1, 0.0, 0.0], [0.3, 0.3, -0.1], [0.2, 0.0, 0.1], [0.0, 0.0, 0.0], [0.0, 0.1, -0.1], [0.0, 0.0, 0.0], [0.0, 0.0, -0.1], [-0.1, 0.0, 0.1], [0.0, 0.1, 0.0], [-0.1, -0.1, 0.0], [0.0, -0.1, 0.0], [0.0, -0.5, -0.3], [-0.1, 0.1, 0.2], [0.1, 0.2, 0.0], [0.2, 0.1, -0.1], [0.0, -0.1, 0.0], [-0.2, 0.0, 0.1], [-0.1, -0.1, -0.5], [-0.1, 0.0, 0.1], [0.1, 0.1, 0.2], [-0.3, 0.1, -0.1], [0.0, 0.0, 0.2], [0.1, 0.0, 0.0], [0.0, 0.2, 0.1], [0.1, -0.2, -0.1], [0.0, 0.1, 0.1], [-0.1, 0.0, -0.1], [0.1, 0.0, 0.0], [0.1, -0.1, 0.0], [0.1, 0.1, 0.0], [0.1, 0.0, 0.0], [-0.1, -0.1, 0.0], [0.0, 0.1, -0.1], [-0.1, 0.0, 0.1], [0.0, -0.1, 0.0], [0.1, -0.1, -0.2], [-0.1, 0.0, 0.0], [-0.1, 0.0, 0.0], [0.0, 0.0, 0.0], [-0.1, 0.0, -0.1], [0.1, 0.0, 0.0], [0.2, 0.1, 0.1], [-0.1, 0.0, 0.0], [-0.1, 0.0, -0.1], [-0.2, -0.1, 0.1], [0.1, 0.0, 0.0], [0.0, 0.1, 0.0], [-0.1, -0.1, 0.2], [0.1, 0.1, 0.0], [0.0, 0.0, 0.0]], "lumo_ha": -0.01065, "largest_force_ev_per_a": 1.63, "total_charge": 0, "homo_lumo_gap_ev": 8.01}


# 2
{"formula": "C3H4AgLiO3", "method": "ωB97M-V with the def2-TZVPD basis set", "species": ["O", "C", "C", "Ag", "Li", "H", "H", "H", "H", "O", "C", "O"], "xyz": [[-0.855, 0.808, -0.566], [0.053, -0.036, -0.531], [0.984, -0.397, -1.602], [-1.234, 2.402, -2.067], [-2.142, 0.872, 1.040], [0.194, -0.604, 0.405], [0.436, -0.610, -2.536], [1.618, -1.219, -1.234], [1.672, 0.454, -1.738], [0.609, -1.240, 3.326], [-0.247, -0.551, 2.978], [-1.087, 0.119, 2.526]], "atomic_forces_ev_per_a": [[-0.1, -0.1, 0.4], [0.5, -0.5, -0.2], [0.3, 0.0, 0.2], [0.1, 0.2, -0.4], [-0.1, 0.0, 0.5], [-0.3, 0.3, 0.0], [0.4, 0.0, 0.2], [-0.4, 0.1, -0.5], [-0.1, 0.0, -0.2], [-1.0, 0.8, -0.1], [1.8, -1.6, 0.6], [-0.9, 0.8, -0.6]], "de_lowest_ev": 0.000, "lumo_ha": [-0.34535, -0.51839], "multiplicity": 3, "largest_force_ev_per_a": 2.43, "total_charge": 2, "homo_lumo_gap_ev": [6.98, 6.99]}


# 3
{"formula": "C3H4AgO3", "method": "ωB97M-V with the def2-TZVPD basis set", "species": ["C", "O", "O", "O", "C", "C", "H", "H", "H", "Ag", "H"], "xyz": [[0.632, -0.682, -2.245], [1.175, 0.301, -2.621], [0.164, 0.661, 0.554], [0.947, -1.398, -1.185], [-0.536, -0.317, 0.412], [-0.040, -1.596, -0.187], [-1.595, -0.328, 0.735], [-0.904, -2.163, -0.569], [0.422, -2.197, 0.609], [0.069, 3.101, 1.574], [-0.333, 4.617, 2.925]], "atomic_forces_ev_per_a": [[-0.2, 1.8, -0.7], [-0.3, -0.9, -0.2], [-0.4, -0.3, -0.2], [0.8, -0.7, 1.2], [0.2, 1.0, 0.4], [-0.5, -0.8, -0.3], [0.2, 0.0, 0.1], [0.3, 0.1, -0.1], [0.0, 0.2, -0.2], [-0.5, 1.2, 1.3], [0.4, -1.6, -1.4]], "de_lowest_ev": 2.501, "lumo_ha": [-0.01872, -0.04981], "multiplicity": 2, "largest_force_ev_per_a": 2.17, "total_charge": 0, "homo_lumo_gap_ev": [7.56, 6.71]}